[1]
Formula: C39H53N4NaO3PSSi
Source: OMol25
Level of theory: ωB97M-V/def2-TZVPD

Geometry (Å):
Na1 -0.536 0.129 -0.640
C1 1.762 2.684 1.557
C2 0.637 3.574 1.043
C3 1.152 4.444 -0.100
C4 0.109 4.436 2.187
O1 -0.387 2.699 0.588
Si1 -1.770 2.996 -0.297
S1 -1.452 3.264 -2.276
O2 -2.609 4.172 0.524
C5 -3.169 5.422 0.145
C6 -2.086 6.362 -0.373
C7 -3.792 5.987 1.418
C8 -4.241 5.225 -0.921
O3 -2.489 1.530 0.083
C9 -3.823 1.043 -0.023
C10 -4.646 1.615 1.127
C11 -3.720 -0.473 0.107
C12 -4.441 1.396 -1.371
H1 2.597 3.291 1.917
H2 2.128 2.038 0.757
H3 1.408 2.054 2.373
H4 1.967 5.082 0.251
H5 0.359 5.074 -0.504
H6 1.513 3.817 -0.916
H7 0.916 5.044 2.602
H8 -0.290 3.795 2.976
H9 -0.692 5.092 1.848
H10 -1.340 6.549 0.402
H11 -2.527 7.321 -0.657
H12 -1.597 5.922 -1.243
H13 -3.031 6.087 2.194
H14 -4.568 5.315 1.787
H15 -4.235 6.968 1.232
H16 -3.795 4.797 -1.820
H17 -4.703 6.182 -1.174
H18 -5.021 4.555 -0.555
H19 -4.208 1.314 2.080
H20 -5.675 1.250 1.081
H21 -4.651 2.704 1.085
H22 -3.205 -0.745 1.030
H23 -3.164 -0.891 -0.738
H24 -4.711 -0.933 0.110
H25 -4.559 2.473 -1.485
H26 -5.422 0.924 -1.465
H27 -3.800 1.052 -2.183
N1 0.994 -4.098 -3.259
C13 -0.169 -4.558 -2.611
C14 -0.349 -3.912 -1.461
N2 0.712 -2.928 -1.327
C15 1.224 -2.732 -2.703
C16 0.375 -1.727 -3.346
N3 -0.387 -0.800 -2.775
C17 -0.892 -0.018 -3.806
C18 -0.452 -0.477 -5.000
N4 0.353 -1.568 -4.701
H28 0.974 -4.152 -4.266
H29 -0.777 -5.358 -3.006
H30 -1.122 -4.035 -0.724
H31 -1.506 0.845 -3.603
H32 -0.614 -0.137 -6.007
H33 0.946 -2.062 -5.341
C19 4.173 -3.566 -1.657
C20 3.841 -4.470 -0.505
C21 4.719 -5.522 -0.237
C22 4.577 -6.338 0.871
C23 3.550 -6.093 1.768
C24 2.661 -5.063 1.516
C25 2.757 -4.270 0.368
P1 1.552 -2.902 0.102
C26 2.612 -1.434 0.116
C27 2.623 -0.562 -0.972
C28 3.488 0.521 -1.006
C29 4.353 0.737 0.053
C30 4.322 -0.110 1.149
C31 3.457 -1.198 1.213
C32 3.446 -2.033 2.464
C33 0.342 -2.946 1.368
C34 -0.284 -4.205 1.577
C35 -1.394 -4.379 2.348
C36 -1.961 -3.221 2.954
C37 -1.418 -1.998 2.766
C38 -0.230 -1.745 1.959
C39 0.197 -0.443 1.864
H34 4.768 -4.108 -2.393
H35 4.774 -2.726 -1.291
H36 3.294 -3.148 -2.161
H37 5.543 -5.686 -0.921
H38 5.279 -7.145 1.043
H39 3.438 -6.693 2.663
H40 1.887 -4.854 2.239
H41 1.974 -0.751 -1.813
H42 3.470 1.189 -1.857
H43 5.032 1.581 0.043
H44 4.970 0.085 1.997
H45 3.815 -1.441 3.301
H46 4.086 -2.913 2.359
H47 2.441 -2.376 2.711
H48 0.118 -5.072 1.065
H49 -1.838 -5.357 2.472
H50 -2.846 -3.313 3.574
H51 -1.870 -1.131 3.235
H52 1.125 -0.134 1.414
H53 -0.349 0.315 2.410

Values from the calculation:
Net charge = -1
LUMO energy = 2.2 eV
Energy relative to the best compared isomer or geometry (same formula, charge and spin) = 59.09 kcal per mole
HOMO-LUMO gap = 5.851 eV
Highest occupied orbital energy = -3.696 eV

[2]
Formula: C2HN2O2
Source: OMol25
Level of theory: ωB97M-V/def2-TZVPD

Geometry (Å):
C1 1.152 -0.575 -0.049
C2 0.248 0.389 -0.173
N1 2.127 -1.165 0.141
N2 -1.032 0.059 0.020
O1 -1.783 1.029 0.095
O2 -1.348 -1.168 0.168
H1 0.636 1.431 -0.204

Values from the calculation:
Net charge = -1
LUMO energy = 4.5 eV
Structure (SMILES) = N#CC=[N+]([O-])[O-]
Energy relative to the best compared isomer or geometry (same formula, charge and spin) = 67.96 kcal per mole
HOMO-LUMO gap = 8.185 eV
Highest occupied orbital energy = -3.657 eV

[3]
Formula: C13H18BCrN7PS4Sb
Source: OMol25
Level of theory: ωB97M-V/def2-TZVPD

Geometry (Å):
Cr1 -0.042 -0.183 -0.591
C1 5.189 -1.735 -1.350
N1 3.811 -1.495 -1.652
C2 3.168 -1.725 -2.854
C3 1.890 -1.289 -2.694
N2 1.724 -0.803 -1.429
C4 2.913 -0.898 -0.793
P1 2.983 -1.076 1.039
C5 2.132 0.588 1.323
N3 0.990 0.978 0.769
C6 0.571 2.099 1.428
C7 1.463 2.400 2.407
N4 2.442 1.434 2.343
C8 3.618 1.387 3.178
C9 1.451 -1.962 1.370
N5 0.285 -1.753 0.740
C10 -0.536 -2.800 1.059
C11 0.125 -3.664 1.869
N6 1.389 -3.143 2.054
C12 2.431 -3.666 2.891
H1 5.287 -2.502 -0.571
H2 5.673 -0.825 -0.985
H3 5.703 -2.069 -2.249
H4 3.673 -2.164 -3.697
H5 1.077 -1.301 -3.401
H6 -0.337 2.609 1.153
H7 1.498 3.190 3.137
H8 3.332 1.374 4.230
H9 4.256 2.254 2.995
H10 4.171 0.480 2.948
H11 -1.548 -2.889 0.687
H12 -0.200 -4.582 2.327
H13 2.138 -4.648 3.256
H14 2.621 -3.011 3.745
H15 3.363 -3.754 2.325
S1 -3.976 -3.640 1.388
Sb1 -4.550 -1.564 0.506
S2 -1.900 -1.247 -1.540
S3 -2.296 0.009 0.040
S4 -5.464 -0.464 2.343
B1 -0.176 3.036 -3.976
C13 -0.160 1.993 -2.801
N7 -0.126 1.265 -1.907
H16 -0.517 4.102 -3.502
H17 0.957 3.095 -4.421
H18 -0.955 2.666 -4.828

Values from the calculation:
Net charge = -2
Spin multiplicity = 5
LUMO energy (alpha / beta) = 3.8 / 3.7 eV
HOMO-LUMO gap (alpha / beta) = 3.995 / 4.493 eV
Highest occupied orbital energy (alpha / beta) = -0.179 / -0.793 eV

[4]
Formula: C29H46BrCuN3P2
Source: OMol25
Level of theory: ωB97M-V/def2-TZVPD

Geometry (Å):
N1 -7.040 5.321 -6.516
C1 -6.848 5.854 -5.298
C2 -5.943 5.312 -4.377
C3 -5.228 4.124 -4.682
C4 -5.515 3.532 -5.943
C5 -6.391 4.193 -6.825
C6 -4.236 3.525 -3.747
Cu1 -0.047 -0.043 -0.274
P1 5.268 -0.801 -0.944
C7 -3.468 2.417 -4.015
C8 -2.431 1.893 -3.140
C9 -1.293 1.402 -3.828
C10 -0.062 1.285 -3.171
C11 -0.037 1.431 -1.775
C12 -1.182 1.903 -1.023
C13 -2.409 2.047 -1.736
Br1 1.982 1.336 -1.373
H1 -4.064 4.123 -2.820
H2 -3.513 2.064 -5.056
H3 -5.847 5.817 -3.420
H4 -5.077 2.577 -6.238
H5 -7.446 6.739 -5.060
H6 -6.602 3.827 -7.842
H7 -1.385 1.285 -4.923
H8 -3.364 2.342 -1.254
H9 0.866 1.082 -3.713
H10 -1.086 2.097 0.058
P2 -0.707 -1.928 -0.945
C14 5.155 0.998 -0.667
C15 6.334 1.792 -1.245
H11 5.054 1.188 0.414
H12 4.222 1.365 -1.132
H13 6.232 2.860 -0.997
H14 7.296 1.440 -0.847
H15 6.381 1.719 -2.344
C16 4.557 -1.186 -2.560
C17 5.381 -2.292 -3.246
H16 4.552 -0.273 -3.165
H17 3.520 -1.506 -2.428
H18 5.087 -2.402 -4.295
H19 6.452 -2.060 -3.214
H20 5.246 -3.277 -2.777
C18 4.161 -1.585 0.275
C19 5.087 -1.903 1.471
H21 3.636 -2.452 -0.172
H22 3.392 -0.876 0.652
H23 4.615 -2.612 2.160
H24 6.082 -2.287 1.183
H25 5.254 -0.964 2.025
C20 -0.553 -3.267 0.270
C21 -1.579 -4.400 0.228
H26 -0.569 -2.768 1.248
H27 0.459 -3.682 0.153
H28 -2.563 -4.099 0.613
H29 -1.714 -4.807 -0.780
H30 -1.215 -5.214 0.867
C22 0.436 -2.415 -2.273
C23 -0.019 -2.367 -3.728
H31 0.771 -3.425 -2.017
H32 1.263 -1.712 -2.132
H33 -0.886 -3.020 -3.943
H34 -0.273 -1.348 -4.072
H35 0.816 -2.726 -4.356
C24 -2.332 -2.039 -1.745
C25 -3.516 -1.606 -0.879
H36 -2.466 -3.062 -2.142
H37 -2.247 -1.348 -2.606
H38 -4.360 -1.392 -1.558
H39 -3.856 -2.384 -0.172
H40 -3.299 -0.688 -0.298
C26 -1.530 2.175 4.323
N2 -1.312 1.062 3.408
C27 -1.957 -0.170 3.435
C28 -1.540 -0.832 2.319
N3 -0.688 -0.008 1.594
C29 -0.550 1.131 2.288
H41 -2.604 2.440 4.333
H42 -1.213 1.910 5.348
H43 -0.940 3.032 3.961
H44 -2.678 -0.448 4.187
H45 -1.774 -1.849 2.043
H46 0.099 1.990 2.076

Values from the calculation:
Net charge = +2
Spin multiplicity = 2
LUMO energy (alpha / beta) = -5.3 / -8.9 eV
Energy relative to the best compared isomer or geometry (same formula, charge and spin) = 16.21 kcal per mole
HOMO-LUMO gap (alpha / beta) = 7.187 / 3.571 eV
Highest occupied orbital energy (alpha / beta) = -12.457 / -12.456 eV

[5]
Formula: C5H11IN3
Source: OMol25
Level of theory: ωB97M-V/def2-TZVPD

Geometry (Å):
C1 0.691 -2.196 0.381
C2 0.530 0.038 -0.508
C3 -2.166 2.427 0.338
C4 -1.511 -2.568 -0.249
C5 -0.595 0.621 0.036
N1 1.215 -1.092 0.003
N2 -1.077 1.808 -0.259
N3 -0.316 -2.763 -0.237
I1 5.310 0.953 0.061
H1 1.257 -2.866 1.124
H2 6.731 0.607 -0.730
H3 1.169 0.447 -1.246
H4 -2.971 1.707 0.495
H5 -2.035 2.976 1.346
H6 -2.591 3.160 -0.266
H7 -2.331 -3.105 -0.723
H8 -1.788 -1.657 0.412
H9 -1.198 0.104 0.812
H10 2.184 -0.843 0.174
H11 -0.509 2.242 -0.962

Values from the calculation:
Net charge = +1
LUMO energy = -3.9 eV
Energy relative to the best compared isomer or geometry (same formula, charge and spin) = 82.61 kcal per mole
HOMO-LUMO gap = 8.105 eV
Highest occupied orbital energy = -12.000 eV

[6]
Formula: C4H9NO2
Source: OMol25
Level of theory: ωB97M-V/def2-TZVPD

Geometry (Å):
N1 1.072 0.559 1.474
C1 1.215 -0.732 1.043
O1 1.894 -1.564 1.614
C2 0.450 -1.001 -0.248
C3 -1.035 -0.570 -0.184
C4 -1.296 0.817 -0.865
O2 -0.114 1.576 -1.098
H1 1.696 0.868 2.202
H2 0.721 1.254 0.822
H3 1.005 -0.416 -1.004
H4 0.602 -2.032 -0.568
H5 -1.671 -1.338 -0.645
H6 -1.351 -0.494 0.864
H7 -1.849 0.688 -1.807
H8 -1.906 1.425 -0.190
H9 0.568 0.960 -1.409

Values from the calculation:
LUMO energy = 0.7 eV
Structure (SMILES) = NC(=O)CCCO
Energy relative to the best compared isomer or geometry (same formula, charge and spin) = 22.52 kcal per mole
HOMO-LUMO gap = 10.486 eV
Highest occupied orbital energy = -9.749 eV

Largest force on an atom, record by record: 0.4, 3.4, 1.6, 2.9, 5.6, 0.7 eV Å⁻¹